Record 1
The following is a DFT calculation (ωB97M-V/def2-TZVPD) of a structure of composition C25H45ClP2Pb at a distorted geometry.

Summary:
frontier orbital gap (alpha / beta): 4.907 / 4.929 eV
ΔE to the lowest compared entry with this formula, charge and spin: 0.00 kcal/mol
LUMO (alpha / beta): -8.18 / -8.15 eV
electronic energy: -2314.66119 Ha

ORCA input file:
```
! wB97M-V def2-TZVPD RIJCOSX def2/J DEFGRID3
* xyz 2 1
Pb -0.722 0.434 -0.659
C -0.680 -2.424 1.266
C 0.670 -2.506 0.813
C 0.591 -0.994 2.551
C -0.726 -1.487 2.339
C 1.456 -1.630 1.616
C -1.845 -3.161 0.720
H -1.608 -3.633 -0.241
H -2.711 -2.495 0.580
H -2.159 -3.961 1.413
C -1.922 -1.102 3.121
H -2.834 -1.499 2.659
H -2.017 -0.009 3.203
H -1.864 -1.501 4.149
C 0.981 -0.023 3.596
H 0.960 -0.484 4.598
H 0.294 0.835 3.619
H 1.997 0.350 3.420
C 2.912 -1.402 1.505
H 3.472 -1.920 2.302
H 3.144 -0.330 1.588
H 3.297 -1.765 0.543
C 1.179 -3.353 -0.287
H 1.644 -4.284 0.081
H 1.946 -2.819 -0.867
H 0.370 -3.640 -0.971
C -1.960 1.099 -6.383
C -1.992 -0.241 -6.464
C -1.186 -1.040 -7.447
C 0.236 -0.499 -7.761
C 0.971 0.105 -6.601
C 1.052 1.426 -6.365
C 0.154 2.470 -6.974
C -1.279 2.003 -7.360
H -1.733 -1.116 -8.401
H 0.170 0.217 -8.589
H -1.097 -2.073 -7.085
H -1.267 1.562 -8.363
H -2.588 1.632 -5.665
H -2.755 -0.809 -5.911
H -1.900 2.913 -7.423
H 0.067 3.308 -6.264
H 1.870 1.824 -5.746
H 0.624 2.894 -7.877
H 0.830 -1.353 -8.122
H 1.567 -0.602 -6.017
P -1.522 0.422 -3.099
P 1.533 1.680 -1.725
C -0.386 1.647 -3.847
C 0.603 2.528 -3.059
H -1.014 2.301 -4.466
H 0.201 0.984 -4.498
H 1.373 2.930 -3.735
H 0.071 3.378 -2.607
C 2.302 3.052 -0.832
H 2.941 2.636 -0.045
H 1.533 3.686 -0.377
H 2.910 3.640 -1.531
C 2.897 0.746 -2.478
H 3.467 1.392 -3.165
H 2.520 -0.142 -3.012
H 3.557 0.408 -1.659
C -3.261 0.879 -3.280
H -3.886 0.153 -2.747
H -3.578 0.892 -4.323
H -3.428 1.866 -2.830
C -1.118 -1.274 -3.611
H -0.113 -1.566 -3.271
H -1.168 -1.395 -4.699
H -1.831 -1.972 -3.144
Cl -1.417 3.815 -0.638
C -1.593 2.340 0.272
H -1.052 2.427 1.226
H -2.668 2.145 0.402
*
```

=====

Record 2
The following is a DFT calculation (ωB97M-V/def2-TZVPD) of a cluster of 6 separate species, C25H45FIO15S in total at a distorted geometry.

Summary:
frontier orbital gap: 6.542 eV
LUMO: 1.56 eV
electronic energy: -2903.99949 Ha

ORCA input file:
```
! wB97M-V def2-TZVPD RIJCOSX def2/J DEFGRID3
* xyz -1 1
O 2.091 1.969 -5.460
C 2.377 0.835 -5.912
O 3.274 0.127 -5.342
C 1.657 0.277 -7.223
C 0.418 1.160 -7.599
I -0.044 1.039 -9.743
C -0.838 0.959 -6.693
C -1.233 -0.532 -6.387
F -1.930 -1.127 -7.455
O -0.161 -1.355 -5.937
S 1.075 -1.454 -7.016
O 2.150 -2.293 -6.525
O 0.674 -1.959 -8.321
H 2.403 0.311 -8.049
H 0.742 2.218 -7.455
H -0.781 1.554 -5.750
H -1.704 1.398 -7.251
H -1.984 -0.514 -5.535
O 2.415 7.007 -1.327
C 2.818 5.875 -1.443
O 3.469 5.508 -2.552
C 4.162 4.254 -2.693
C 3.232 3.152 -3.160
C 2.518 4.836 -0.393
H 4.690 3.997 -1.772
H 4.928 4.420 -3.452
H 2.440 2.962 -2.431
H 3.781 2.225 -3.321
H 2.746 3.432 -4.089
H 1.540 4.400 -0.591
H 2.501 5.325 0.580
H 3.264 4.046 -0.331
O -2.925 0.958 -4.349
C -2.767 1.668 -3.387
O -1.807 2.603 -3.410
C -1.664 3.625 -2.420
C -0.845 3.136 -1.244
C -3.559 1.460 -2.126
H -2.637 4.018 -2.117
H -1.139 4.446 -2.909
H -1.333 2.304 -0.733
H -0.691 3.941 -0.523
H 0.127 2.776 -1.585
H -3.070 0.699 -1.516
H -4.556 1.114 -2.396
H -3.697 2.364 -1.537
O -3.404 0.360 1.600
C -3.038 -0.776 1.441
O -2.423 -1.120 0.296
C -1.764 -2.375 0.082
C -2.737 -3.433 -0.396
C -3.340 -1.843 2.461
H -1.213 -2.685 0.972
H -1.020 -2.195 -0.695
H -3.508 -3.635 0.350
H -2.214 -4.365 -0.614
H -3.249 -3.097 -1.299
H -4.335 -2.247 2.276
H -3.316 -1.390 3.452
H -2.612 -2.652 2.477
O -1.962 -1.758 6.141
C -1.386 -0.711 5.975
O -2.086 0.434 5.875
C -1.494 1.736 5.883
C -1.060 2.150 4.491
C 0.107 -0.678 5.779
H -0.681 1.793 6.609
H -2.270 2.417 6.235
H -0.290 1.485 4.097
H -0.666 3.168 4.499
H -1.904 2.104 3.801
H 0.334 -0.855 4.727
H 0.554 -1.473 6.381
H 0.571 0.252 6.103
O 1.343 -2.962 7.313
C 1.712 -4.094 7.136
O 2.322 -4.421 5.984
C 2.979 -5.672 5.754
C 2.003 -6.724 5.268
C 1.416 -5.174 8.144
H 3.533 -5.992 6.639
H 3.721 -5.483 4.978
H 1.235 -6.935 6.013
H 2.526 -7.654 5.038
H 1.489 -6.378 4.370
H 0.420 -5.575 7.955
H 1.440 -4.731 9.138
H 2.143 -5.984 8.147
*
```

=====

Record 3
The following is a DFT calculation (ωB97M-V/def2-TZVPD) of a structure of composition C25H45N2OP3PmSe at a distorted geometry.

Summary:
frontier orbital gap (alpha / beta): 4.045 / 4.135 eV
<S²>: 6.010
ΔE to the lowest compared entry with this formula, charge and spin: 33.42 kcal/mol
LUMO (alpha / beta): -11.11 / -11.05 eV
electronic energy: -5197.25636 Ha

ORCA input file:
```
! wB97M-V def2-TZVPD RIJCOSX def2/J DEFGRID3
* xyz 3 5
Pm 0.601 1.241 -0.986
P 2.113 3.418 0.351
P -1.867 1.477 0.550
P 2.355 -0.728 -1.988
H -3.966 -1.790 -2.596
C -2.900 -2.040 -2.468
C -2.447 -2.728 -1.403
H -3.134 -3.109 -0.637
C 1.435 4.691 -0.740
C 1.533 3.794 2.027
C 3.867 3.807 0.395
C -3.341 0.418 0.209
C -1.851 1.364 2.399
C -2.633 3.146 0.348
C 1.665 -2.333 -2.567
C 3.747 -1.418 -1.008
C 3.265 -0.163 -3.474
H -2.229 -1.737 -3.281
H -1.401 -3.014 -1.274
H 1.720 5.662 -0.295
H 0.335 4.635 -0.816
H 1.892 4.600 -1.739
H 2.104 4.684 2.320
H 1.741 2.960 2.708
H 0.459 4.011 2.017
H 3.949 4.776 0.929
H 4.225 3.896 -0.630
H 4.422 3.023 0.934
H -4.132 1.059 -0.203
H -3.708 -0.033 1.142
H -3.118 -0.382 -0.512
H -2.443 2.197 2.804
H -0.820 1.420 2.773
H -2.297 0.413 2.726
H -3.195 3.388 1.263
H -3.317 3.112 -0.513
H -1.862 3.912 0.178
H 2.173 -2.635 -3.496
H 0.583 -2.237 -2.745
H 1.830 -3.095 -1.790
H 4.195 -2.267 -1.545
H 3.358 -1.754 -0.031
H 4.499 -0.636 -0.840
H 3.605 -1.034 -4.051
H 4.131 0.433 -3.153
H 2.614 0.459 -4.102
C -0.107 2.019 -4.136
C 0.115 3.428 -4.282
C 0.698 3.900 -5.460
C 0.903 3.040 -6.540
C 0.590 1.685 -6.426
C 0.010 1.176 -5.265
O -0.250 1.452 -2.937
H 2.210 1.906 0.467
H -0.100 4.112 -3.451
H 1.025 4.938 -5.536
H 1.344 3.427 -7.459
H 0.808 1.011 -7.251
H -0.279 0.127 -5.186
C 2.298 -2.946 3.255
N 0.960 -2.845 2.679
C 0.538 -1.792 1.924
Se 1.562 -0.312 1.456
N -0.807 -1.981 1.747
C -1.258 -3.092 2.472
C -2.540 -3.475 2.846
C -2.638 -4.505 3.799
C -1.489 -5.072 4.383
C -0.205 -4.637 4.024
C -0.133 -3.652 3.049
H 3.047 -2.748 2.480
H 2.424 -3.959 3.653
H 2.440 -2.214 4.065
H -1.367 -1.341 1.185
H -3.411 -2.987 2.401
H -3.612 -4.876 4.116
H -1.599 -5.850 5.140
H 0.717 -5.016 4.477
*
```

=====

Record 4
The following is a DFT calculation (ωB97M-V/def2-TZVPD) of a structure of composition C25H45N2OP3SeSm at a distorted geometry.

Summary:
frontier orbital gap (alpha / beta): 4.826 / 5.192 eV
<S²>: 8.792
ΔE to the lowest compared entry with this formula, charge and spin: 2.57 kcal/mol
LUMO (alpha / beta): -9.75 / -9.39 eV
electronic energy: -5246.89172 Ha

ORCA input file:
```
! wB97M-V def2-TZVPD RIJCOSX def2/J DEFGRID3
* xyz 3 6
Sm -0.554 0.378 -0.087
P 2.137 -1.193 1.253
P 1.708 2.141 -0.599
P -0.832 -2.453 -0.740
H -0.500 1.855 -9.158
C -1.454 1.328 -9.050
C -2.576 1.953 -8.672
H -2.593 3.030 -8.488
C 3.502 -2.158 0.590
C 2.834 0.158 2.203
C 1.217 -2.209 2.407
C 1.088 3.239 -1.923
C 2.225 3.413 0.616
C 3.336 1.712 -1.312
C -2.065 -2.475 -2.097
C -1.608 -3.626 0.437
C 0.454 -3.539 -1.470
H -1.447 0.254 -9.276
H -3.525 1.415 -8.591
H 4.119 -2.520 1.421
H 4.118 -1.533 -0.068
H 3.128 -3.015 0.017
H 3.367 -0.271 3.067
H 2.034 0.810 2.578
H 3.541 0.759 1.616
H 1.832 -3.081 2.676
H 0.267 -2.565 1.994
H 1.004 -1.638 3.321
H 1.663 4.171 -1.884
H 0.025 3.455 -1.769
H 1.212 2.762 -2.901
H 3.234 3.764 0.363
H 2.218 3.000 1.628
H 1.527 4.255 0.581
H 3.849 2.651 -1.565
H 3.200 1.116 -2.224
H 3.949 1.143 -0.601
H -2.580 -3.443 -2.073
H -1.570 -2.337 -3.066
H -2.796 -1.668 -1.961
H -2.324 -4.246 -0.116
H -2.147 -3.066 1.212
H -0.852 -4.266 0.909
H -0.047 -4.357 -2.008
H 1.107 -3.960 -0.692
H 1.068 -2.968 -2.181
C -0.805 0.553 -3.479
C 0.378 0.109 -4.110
C 0.388 -0.047 -5.489
C -0.753 0.252 -6.234
C -1.903 0.726 -5.606
C -1.944 0.897 -4.231
O -0.859 0.614 -2.154
H 1.437 -0.792 -0.021
H 1.240 -0.129 -3.490
H 1.287 -0.404 -5.989
H -0.727 0.144 -7.319
H -2.769 0.980 -6.217
H -2.826 1.267 -3.711
C 0.904 1.275 5.233
N -0.441 0.750 5.052
C -1.202 0.887 3.921
Se -0.781 1.897 2.416
N -2.424 0.348 4.237
C -2.475 -0.009 5.589
C -3.570 -0.199 6.418
C -3.338 -0.189 7.808
C -2.048 0.032 8.323
C -0.964 0.250 7.465
C -1.203 0.219 6.098
H 1.050 2.139 4.581
H 1.651 0.505 5.004
H 1.013 1.573 6.281
H -3.218 0.346 3.601
H -4.560 -0.335 5.974
H -4.170 -0.341 8.502
H -1.905 0.041 9.403
H 0.044 0.462 7.824
*
```

=====

Record 5
The following is a DFT calculation (ωB97M-V/def2-TZVPD) of a structure of composition C25H45N3OPS at a distorted geometry.

Summary:
frontier orbital gap: 8.137 eV
LUMO: -2.06 eV
electronic energy: -1958.38491 Ha

ORCA input file:
```
! wB97M-V def2-TZVPD RIJCOSX def2/J DEFGRID3
* xyz 1 1
N 1.512 -5.815 -1.659
C 0.588 -5.066 -2.418
C -0.634 -5.719 -2.782
C -1.605 -5.057 -3.475
C -2.914 -5.730 -3.805
C -3.766 -5.627 -2.555
C -5.148 -5.100 -2.755
O -3.980 -4.361 -2.109
C -1.408 -3.694 -3.849
N -2.271 -2.927 -4.501
S -1.531 -1.496 -4.656
N -0.149 -1.796 -3.918
C -0.178 -3.064 -3.501
C 0.814 -3.773 -2.785
H 1.947 -6.557 -2.187
H 2.207 -5.195 -1.269
H -0.787 -6.747 -2.497
H -2.781 -6.787 -4.003
H -3.450 -5.204 -4.581
H -3.658 -6.408 -1.824
H -5.351 -4.424 -3.567
H -5.768 -5.181 -1.879
H 1.745 -3.294 -2.521
C -3.469 2.220 0.928
C -2.571 1.977 2.139
C -1.661 3.168 2.443
C -0.450 3.337 1.512
P 0.966 2.249 1.754
C 1.350 2.317 3.525
C 1.556 3.670 4.226
C 2.850 4.444 3.948
C 4.134 3.626 4.059
C 2.382 2.953 0.896
C 2.455 3.064 -0.638
C 2.537 1.759 -1.428
C 3.604 0.780 -0.950
C 0.729 0.474 1.536
C 0.341 -0.268 0.243
C -0.718 0.361 -0.678
C -2.027 -0.425 -0.692
H -2.892 2.461 0.033
H -4.075 1.342 0.713
H -4.146 3.054 1.120
H -1.986 1.064 1.998
H -3.207 1.799 3.008
H -1.315 3.103 3.477
H -2.256 4.081 2.386
H -0.041 4.340 1.684
H -0.760 3.346 0.464
H 2.193 1.647 3.710
H 0.498 1.830 4.010
H 1.520 3.465 5.298
H 0.705 4.322 4.013
H 2.901 5.268 4.661
H 2.801 4.931 2.971
H 4.348 3.377 5.099
H 4.979 4.195 3.673
H 4.094 2.694 3.494
H 3.287 2.486 1.290
H 2.409 3.987 1.248
H 3.339 3.663 -0.864
H 1.596 3.638 -0.995
H 2.716 1.999 -2.477
H 1.557 1.283 -1.412
H 4.607 1.148 -1.172
H 3.486 -0.181 -1.450
H 3.548 0.585 0.124
H 0.027 0.181 2.323
H 1.684 0.047 1.868
H 0.007 -1.263 0.541
H 1.249 -0.461 -0.329
H -0.340 0.373 -1.702
H -0.904 1.405 -0.417
H -1.871 -1.397 -1.165
H -2.787 0.104 -1.266
H -2.413 -0.598 0.314
*
```

=====

Record 6
The following is a DFT calculation (ωB97M-V/def2-TZVPD) of a cluster of 5 separate species, C25H46B2F8NO12 in total at a distorted geometry.

Summary:
frontier orbital gap: 4.436 eV
ΔE to the lowest compared entry with this formula, charge and spin: 0.00 kcal/mol
LUMO: 1.74 eV
electronic energy: -2786.46844 Ha

ORCA input file:
```
! wB97M-V def2-TZVPD RIJCOSX def2/J DEFGRID3
* xyz -1 1
N -3.063 2.670 -2.257
B -3.404 1.401 -1.530
O -3.401 1.406 -0.060
C -3.762 0.004 -2.294
O -3.945 0.358 -3.701
B -2.667 0.016 -4.391
O -1.934 -0.926 -3.497
C -2.673 -1.183 -2.301
C -1.891 -1.541 -0.958
C -0.343 -1.896 -1.158
O 0.400 -0.803 -1.747
C 0.827 0.138 -0.730
C 2.419 0.170 -0.795
F 2.909 -0.883 -1.603
F 2.878 -0.154 0.528
C 3.063 1.578 -1.141
F 4.422 1.407 -1.505
F 3.046 2.388 0.003
C 2.363 2.391 -2.320
F 1.378 3.244 -1.788
F 3.363 3.264 -2.834
C 1.864 1.519 -3.557
F 0.454 1.500 -3.559
F 2.222 2.158 -4.776
H -2.070 2.590 -2.540
H -3.070 3.404 -1.534
H -2.474 1.464 0.235
H -4.801 -0.351 -1.958
H -2.014 1.008 -4.555
H -2.839 -0.485 -5.470
H -3.220 -2.160 -2.566
H -2.393 -2.452 -0.507
H -1.950 -0.727 -0.151
H -0.184 -2.813 -1.816
H 0.071 -2.201 -0.128
H 0.425 -0.153 0.302
H 0.327 1.124 -1.008
H 2.300 0.479 -3.614
O -1.333 -4.144 -0.597
C -0.811 -5.049 0.007
O -0.618 -4.941 1.336
C -0.169 -6.013 2.175
C 1.342 -6.123 2.158
C -0.288 -6.258 -0.715
H -0.664 -6.950 1.909
H -0.500 -5.765 3.185
H 1.718 -6.351 1.159
H 1.677 -6.907 2.840
H 1.796 -5.176 2.458
H 0.695 -6.031 -1.130
H -0.976 -6.498 -1.527
H -0.225 -7.150 -0.094
O -2.285 2.966 -5.421
C -3.031 3.353 -6.278
O -3.103 2.695 -7.456
C -4.077 2.965 -8.467
C -3.639 4.114 -9.353
C -3.827 4.616 -6.094
H -5.064 3.123 -8.027
H -4.149 2.056 -9.068
H -3.535 5.042 -8.787
H -4.363 4.279 -10.155
H -2.663 3.903 -9.797
H -3.194 5.474 -6.323
H -4.146 4.671 -5.051
H -4.734 4.660 -6.695
O 3.816 -3.199 6.645
C 4.158 -2.299 5.915
O 3.230 -1.578 5.262
C 3.510 -0.385 4.511
C 3.962 -0.722 3.106
C 5.613 -2.029 5.654
H 4.219 0.255 5.043
H 2.571 0.171 4.463
H 4.890 -1.297 3.109
H 4.121 0.188 2.525
H 3.213 -1.335 2.601
H 5.974 -2.721 4.892
H 6.166 -2.193 6.581
H 5.825 -1.007 5.348
O -1.936 3.620 7.340
C -0.830 3.146 7.252
O -0.633 2.041 6.511
C 0.660 1.501 6.201
C 1.157 0.610 7.321
C 0.319 3.720 8.032
H 1.365 2.296 5.946
H 0.530 0.902 5.297
H 1.282 1.166 8.252
H 2.116 0.160 7.056
H 0.438 -0.187 7.522
H 0.287 3.335 9.052
H 0.213 4.806 8.053
H 1.295 3.517 7.596
*
```